(1)
This record from OMol25 describes the molecule C4H7F2NS. The level of theory is the ωB97M-V functional and the def2-TZVPD basis.

Results
**Maximum force**: 2.0 eV/A
**E_HOMO**: -0.338 hartree
**Energy relative to the best compared isomer or geometry (same formula, charge and spin)**: 1.666 eV
**Kohn-Sham gap**: 9.83 eV
**Structure (SMILES)**: N[C@H]1[C@@H](F)[C@@H](S)[C@H]1F

The geometry in XYZ format:
```
15
Properties=species:S:1:pos:R:3:mulliken_charge:R:1
N -2.4772 -0.0094 -0.2729 -0.59
C -1.4079 0.0161 0.6727 0.10
C -0.3270 -1.0840 0.4634 -0.14
F -0.2440 -1.4638 -0.8559 -0.33
C 0.6802 0.0048 0.7556 -0.28
S 2.3083 0.0379 -0.0506 -0.26
C -0.3299 1.1071 0.4766 -0.07
F -0.3359 1.4629 -0.8892 -0.32
H -2.9888 -0.9307 -0.3160 0.23
H -3.1714 0.7214 -0.1660 0.22
H -1.6894 -0.0872 1.7590 0.23
H -0.4084 -1.9114 1.2067 0.35
H 0.8552 -0.1162 1.8362 0.27
H 1.7285 -0.4230 -1.2258 0.16
H -0.3924 1.9508 1.1207 0.42
```

(2)
This record from OMol25 describes the molecule C4H7FN2. The level of theory is the ωB97M-V functional and the def2-TZVPD basis.

Results
**Maximum force**: 5.6 eV/A
**E_HOMO**: -0.307 hartree
**Energy relative to the best compared isomer or geometry (same formula, charge and spin)**: 4.885 eV
**Kohn-Sham gap**: 9.12 eV
**Structure (SMILES)**: CC(=C/F)/C=N/N

The geometry in XYZ format:
```
14
Properties=species:S:1:pos:R:3:mulliken_charge:R:1
C -1.2917 1.3047 -0.9166 -0.95
C -0.5553 -0.1394 -0.7608 0.45
C -1.1008 -1.3409 -0.9477 -0.16
F -0.5376 -2.5217 -0.4523 -0.24
C 0.6518 0.1020 0.1306 -0.22
N 1.2772 -0.8085 0.8025 -0.03
N 2.0844 -0.2604 1.7417 -0.63
H -0.8598 2.0743 -1.5778 0.27
H -2.4798 1.0519 -1.1844 0.28
H -1.3517 1.5498 0.3624 0.26
H -2.2699 -1.6763 -1.2789 0.23
H 1.0734 1.1637 0.3560 0.21
H 2.6889 0.4000 1.1426 0.25
H 2.6709 -0.8993 2.5827 0.28
```

Please write out number 2 again, unchanged.
This record from OMol25 describes the molecule C4H7FN2. The level of theory is the ωB97M-V functional and the def2-TZVPD basis.

Results
**Maximum force**: 5.6 eV/A
**E_HOMO**: -0.307 hartree
**Energy relative to the best compared isomer or geometry (same formula, charge and spin)**: 4.885 eV
**Kohn-Sham gap**: 9.12 eV
**Structure (SMILES)**: CC(=C/F)/C=N/N

The geometry in XYZ format:
```
14
Properties=species:S:1:pos:R:3:mulliken_charge:R:1
C -1.2917 1.3047 -0.9166 -0.95
C -0.5553 -0.1394 -0.7608 0.45
C -1.1008 -1.3409 -0.9477 -0.16
F -0.5376 -2.5217 -0.4523 -0.24
C 0.6518 0.1020 0.1306 -0.22
N 1.2772 -0.8085 0.8025 -0.03
N 2.0844 -0.2604 1.7417 -0.63
H -0.8598 2.0743 -1.5778 0.27
H -2.4798 1.0519 -1.1844 0.28
H -1.3517 1.5498 0.3624 0.26
H -2.2699 -1.6763 -1.2789 0.23
H 1.0734 1.1637 0.3560 0.21
H 2.6889 0.4000 1.1426 0.25
H 2.6709 -0.8993 2.5827 0.28
```

Please write out number 2 again, unchanged.
This record from OMol25 describes the molecule C4H7FN2. The level of theory is the ωB97M-V functional and the def2-TZVPD basis.

Results
**Maximum force**: 5.6 eV/A
**E_HOMO**: -0.307 hartree
**Energy relative to the best compared isomer or geometry (same formula, charge and spin)**: 4.885 eV
**Kohn-Sham gap**: 9.12 eV
**Structure (SMILES)**: CC(=C/F)/C=N/N

The geometry in XYZ format:
```
14
Properties=species:S:1:pos:R:3:mulliken_charge:R:1
C -1.2917 1.3047 -0.9166 -0.95
C -0.5553 -0.1394 -0.7608 0.45
C -1.1008 -1.3409 -0.9477 -0.16
F -0.5376 -2.5217 -0.4523 -0.24
C 0.6518 0.1020 0.1306 -0.22
N 1.2772 -0.8085 0.8025 -0.03
N 2.0844 -0.2604 1.7417 -0.63
H -0.8598 2.0743 -1.5778 0.27
H -2.4798 1.0519 -1.1844 0.28
H -1.3517 1.5498 0.3624 0.26
H -2.2699 -1.6763 -1.2789 0.23
H 1.0734 1.1637 0.3560 0.21
H 2.6889 0.4000 1.1426 0.25
H 2.6709 -0.8993 2.5827 0.28
```

What is the Kohn-Sham gap in the first record? 9.83 eV